Record 1
94
Properties=species:S:1:pos:R:3:forces:R:3 method="wB97M-V/def2-TZVPD" energy_ha=-4137.87566 e_homo_ev=-7.07 gap_ev=6.88 relative_energy_kj_mol=0.0
Hf 0.3144 -0.1754 -0.6634 -0.41 -0.74 -0.25
O 1.2002 -0.2596 1.0956 0.12 -0.97 0.42
C 0.8800 1.0736 1.0575 0.18 2.05 -0.52
C 1.8755 2.1652 1.3449 -0.77 -0.43 -0.02
C 3.2239 2.2396 1.2271 1.83 1.13 0.71
C 3.9084 3.3361 1.8059 -0.69 -0.10 0.66
C 3.2215 4.3378 2.5424 0.44 -1.40 -1.58
C 1.8268 4.2579 2.5518 0.16 -0.18 -0.22
C 1.1694 3.1808 1.9823 -0.45 -0.94 0.11
P -0.3957 1.9192 2.0535 0.96 0.64 0.82
C -1.6017 3.1626 1.5129 0.01 -0.59 -0.10
C -1.2115 3.9769 0.4372 1.29 -0.42 0.94
C -2.0452 4.9693 0.0133 -1.03 -0.45 0.82
C -3.2430 5.1233 0.7311 -0.39 0.22 -0.76
C -3.6613 4.3135 1.7898 0.40 0.11 -0.41
C -2.8171 3.2714 2.1851 0.31 0.04 0.37
C -0.2087 1.6134 3.8158 -0.64 -0.95 0.26
C -0.1166 0.2263 4.2375 1.47 2.66 0.40
C 0.0761 -0.0269 5.5757 -0.39 -1.12 0.22
C -0.0959 0.9526 6.5466 -0.46 0.47 -1.75
C -0.3820 2.2330 6.0950 0.74 0.22 -0.16
C -0.3552 2.6420 4.7210 -0.37 -1.91 2.34
H 3.8568 1.4593 0.8743 0.12 -0.68 -0.63
H 4.9946 3.2892 1.7693 -0.14 0.31 0.06
H 3.7847 5.1105 3.0411 -0.11 0.18 0.06
H 1.2638 5.0193 3.0337 -0.42 0.60 0.54
H -0.1477 3.9323 0.1274 -0.89 -0.27 -0.21
H -1.7819 5.5649 -0.8363 -0.07 0.49 -0.16
H -3.8973 5.9022 0.3742 -0.28 0.18 0.17
H -4.6271 4.5193 2.2446 0.26 -0.12 0.09
H -2.9637 2.6181 3.0842 -0.31 0.62 -1.00
H 0.1195 -0.5406 3.5295 -0.21 -0.38 -0.52
H 0.2661 -1.0480 5.8990 0.06 0.07 -0.13
H -0.0970 0.6912 7.5836 0.13 0.11 0.42
H -0.5040 2.9126 6.9019 -0.35 1.09 0.21
H -0.5866 3.6586 4.4662 0.23 0.26 -0.28
C 1.3173 -3.2740 0.9857 0.42 -0.25 0.13
Si 2.5142 -2.7785 -0.3336 1.32 0.46 0.55
C 3.0900 -4.4921 -0.8612 -0.27 -0.22 0.13
C 4.0132 -1.9694 0.5863 -1.18 0.48 -1.21
C 1.7306 -1.6852 -1.6973 0.02 -0.90 0.61
C 0.5665 -2.5952 -1.9596 -2.40 1.52 -0.59
C 0.3043 -3.4981 -3.0076 0.91 -0.82 -0.03
C -0.8407 -4.2986 -3.0310 0.61 0.33 0.10
C -1.8591 -4.0490 -2.0983 0.58 -1.06 -1.44
C -1.6812 -3.0354 -1.2302 1.57 1.75 0.50
N -0.5333 -2.3047 -1.1374 0.74 -0.82 -0.80
Si 2.9532 -0.9943 -2.9770 -0.68 -1.33 -0.87
C 2.1059 -0.6608 -4.5959 0.27 0.01 -1.05
C 4.2711 -2.2225 -3.5487 -0.68 -0.47 0.02
C 3.7048 0.6065 -2.4644 1.72 0.08 1.35
H 2.0122 -3.4443 1.8180 -0.35 -0.24 0.10
H 0.8225 -4.1978 0.7013 -0.17 -0.15 0.17
H 0.6123 -2.5290 1.2778 -0.51 0.36 0.32
H 3.2961 -5.0077 0.0844 -0.37 0.00 0.12
H 4.0583 -4.5508 -1.3329 0.13 0.10 -0.79
H 2.3003 -5.0636 -1.3896 0.61 0.21 0.09
H 4.8425 -2.6545 0.6374 0.17 -0.46 0.58
H 3.6394 -1.5562 1.5415 0.56 -0.20 -0.43
H 4.3922 -1.1745 -0.0669 -0.10 0.27 0.36
H 1.1118 -3.6423 -3.7314 -0.34 -0.10 0.15
H -0.9188 -5.1208 -3.7620 -0.07 0.66 0.33
H -2.7746 -4.6029 -2.1630 -0.29 -0.11 0.25
H -2.4566 -2.6826 -0.6070 -0.81 0.16 0.77
H 1.8335 -1.5133 -5.2482 -0.08 0.25 0.63
H 2.7452 -0.0292 -5.2422 -0.02 -0.19 0.38
H 1.2628 -0.0450 -4.3644 -0.90 0.23 -0.25
H 3.7625 -3.1026 -4.0417 0.54 0.89 0.48
H 4.8912 -2.5882 -2.7505 0.37 -0.35 0.40
H 4.9259 -1.7365 -4.2680 0.01 0.02 -0.22
H 4.4762 0.3572 -1.6520 -1.02 0.60 -0.89
H 3.0659 1.4332 -2.1041 0.45 -0.50 -0.18
H 4.3105 0.9423 -3.3266 -0.33 0.06 0.31
S -5.0799 1.9578 -3.2419 0.02 0.41 0.24
C -3.5306 1.7895 -2.7032 -0.66 -1.71 -0.29
S -2.1863 2.7374 -3.1611 0.96 0.08 0.12
C -1.1042 1.5716 -2.4011 0.33 1.27 -0.37
N -1.7014 0.6222 -1.7667 -0.97 -0.38 -0.56
N -3.0736 0.6807 -2.0420 -0.45 0.17 1.01
C -3.9363 -0.4418 -1.7012 1.42 1.39 0.04
C -4.4871 -0.5815 -0.4610 -0.09 0.57 1.50
C -5.2641 -1.6876 -0.1870 -0.87 0.07 -0.04
C -5.5513 -2.6168 -1.2002 0.54 0.34 1.22
C -4.9090 -2.5091 -2.3926 0.23 1.00 -1.02
C -4.1278 -1.3764 -2.6442 0.14 -1.25 -2.88
S 0.6018 1.7021 -2.4465 0.07 0.27 0.12
H -4.3309 0.2082 0.2849 -0.07 -0.43 -0.23
H -5.7643 -1.7476 0.7760 0.16 -0.13 -0.12
H -6.2328 -3.4172 -1.0396 -0.39 -0.54 0.30
H -5.0863 -3.2013 -3.1932 -0.05 -0.28 -0.19
H -3.7222 -1.1966 -3.6774 -0.28 -0.33 1.21
F -1.4838 -0.4422 0.8592 -0.46 0.25 0.78
B -1.6393 0.3527 2.0505 -1.10 -1.66 -0.67
F -2.5015 -0.2649 2.8973 0.79 0.86 -1.20

Record 2
92
Properties=species:S:1:pos:R:3:forces:R:3 method="wB97M-V/def2-TZVPD" energy_ha=-4664.83610 e_homo_ev=-10.00 charge=+1 gap_ev=6.56 relative_energy_kj_mol=85.2
Y -0.2915 -0.0141 -0.3981 0.44 -0.19 0.31
C -6.8060 -0.5499 5.5725 0.00 0.00 0.01
C -6.4601 0.8037 4.9367 0.00 0.01 0.00
C -6.1753 1.8297 6.0422 0.00 0.01 0.00
C -7.6729 1.2843 4.1397 0.00 0.00 0.00
C -5.2198 0.6423 4.0560 0.00 0.00 0.00
C -4.0127 0.2435 4.6446 0.03 0.00 -0.01
C -2.8428 0.0596 3.9161 -0.04 0.01 0.02
C -2.9221 0.2917 2.5625 0.04 -0.02 -0.01
O -1.9455 0.1887 1.5905 -0.01 0.10 -0.49
B -2.5861 0.5283 0.3428 -0.11 -0.06 -0.03
O -3.9101 0.8357 0.6046 0.08 -0.02 -0.02
C -4.0989 0.6827 1.9623 -0.06 0.00 0.02
C -5.2615 0.8668 2.6788 0.00 0.00 0.02
H -7.6940 -0.4537 6.2003 0.00 0.00 0.00
H -5.9924 -0.9208 6.1967 0.00 0.00 0.00
H -7.0094 -1.2979 4.8041 0.00 0.00 0.00
H -7.0604 1.9604 6.6678 0.00 0.00 0.00
H -5.9138 2.7989 5.6135 0.00 0.00 0.00
H -5.3555 1.5133 6.6874 0.00 0.00 0.00
H -8.5238 1.4008 4.8120 0.00 0.00 0.00
H -7.9594 0.5684 3.3670 0.00 0.00 0.00
H -7.4892 2.2511 3.6671 0.00 0.00 0.00
H -3.9814 0.0623 5.7108 0.00 0.00 0.00
H -1.9228 -0.2585 4.3872 0.00 0.00 0.00
H -6.1638 1.1717 2.1702 0.00 0.00 0.00
F 3.3101 5.3182 -3.8564 0.00 0.02 0.01
C 3.5953 4.0471 -4.1769 -0.02 -0.02 0.01
F 4.8972 3.8509 -3.9520 0.02 -0.01 0.01
F 3.3714 3.8995 -5.4872 0.00 0.00 -0.01
C 2.7376 3.0996 -3.3696 0.02 0.01 0.00
C 3.2639 2.3963 -2.3010 -0.01 -0.02 0.00
C 2.4165 1.5730 -1.5829 0.01 0.02 -0.06
N 1.1194 1.4354 -1.8718 -0.04 0.22 -0.02
C 0.6256 2.1171 -2.9100 -0.02 0.01 0.02
C 1.3965 2.9587 -3.6879 -0.01 -0.01 -0.01
H 4.3080 2.4721 -2.0344 0.00 0.00 0.00
H 2.7982 0.9949 -0.7492 0.00 0.00 0.01
H -0.4293 1.9865 -3.1235 0.00 0.01 0.00
H 0.9580 3.4895 -4.5211 0.00 0.00 0.00
C 6.7231 2.1937 2.8051 0.00 0.00 0.00
C 5.2713 2.2799 2.4411 0.01 0.00 0.00
C 4.4772 1.1392 2.3975 -0.01 0.01 0.01
C 3.1400 1.1868 2.0382 0.02 -0.02 0.00
C 2.3612 -0.0978 2.0375 0.01 -0.01 -0.01
C 2.5778 2.4452 1.7203 -0.07 0.03 -0.03
C 1.2072 2.6020 1.2983 -0.03 0.02 0.04
O 0.4595 1.7184 0.8697 0.22 -0.13 0.02
C 3.3631 3.6238 1.7903 0.02 0.01 0.01
C 2.8089 4.9912 1.4752 0.00 0.00 0.00
C 4.6955 3.5123 2.1357 -0.01 0.00 -0.01
H 6.9609 1.2425 3.2768 0.00 0.00 0.00
H 7.0045 3.0006 3.4812 0.00 0.00 0.00
H 7.3409 2.2899 1.9097 0.00 0.00 0.00
H 4.9119 0.1831 2.6643 0.00 0.00 0.00
H 2.8694 -0.8414 2.6492 0.00 0.00 0.00
H 2.2933 -0.5366 1.0356 -0.02 0.01 -0.01
H 1.3474 0.0171 2.4164 0.00 -0.01 0.01
H 0.7925 3.6147 1.3398 0.00 0.00 0.00
H 2.3929 5.0460 0.4681 0.01 0.00 0.00
H 3.5998 5.7344 1.5439 0.00 0.00 0.00
H 2.0252 5.2819 2.1770 0.00 0.00 0.00
H 5.3061 4.4064 2.1802 0.00 0.00 0.00
C 0.0511 -2.0963 0.5155 -0.16 -0.25 0.09
C -0.1048 -3.2582 0.8581 0.02 0.00 0.10
C -0.2788 -4.6223 1.2730 0.00 0.02 0.00
C -1.5543 -5.1915 1.3088 0.01 0.00 -0.04
C -1.7210 -6.5095 1.6995 0.01 -0.02 0.00
C -0.6225 -7.2766 2.0650 -0.02 0.00 -0.01
C 0.6474 -6.7176 2.0399 0.01 0.01 -0.01
C 0.8206 -5.4002 1.6457 -0.01 -0.01 0.05
H -2.4076 -4.5886 1.0279 0.00 0.00 0.01
H -2.7134 -6.9401 1.7227 0.00 0.00 0.00
H -0.7568 -8.3048 2.3736 0.00 0.00 0.00
H 1.5054 -7.3085 2.3336 0.00 0.00 0.00
H 1.8089 -4.9581 1.6384 0.00 0.00 0.01
C 0.4109 -2.1399 -5.1806 0.03 -0.01 0.00
N 0.8447 -3.2456 -4.3447 0.03 0.03 -0.03
C 0.6868 -4.5853 -4.6364 0.00 -0.03 0.01
C 1.2197 -5.2787 -3.6081 -0.01 0.02 -0.02
N 1.6946 -4.3549 -2.7033 -0.01 0.01 0.03
C 2.3242 -4.6468 -1.4233 0.02 -0.01 0.02
C 1.4675 -3.1117 -3.1589 -0.14 -0.12 0.27
Se 1.9508 -1.5339 -2.3122 -0.20 0.37 -0.26
H -0.0124 -2.5479 -6.0940 0.00 0.01 0.00
H 1.2600 -1.5017 -5.4156 -0.01 0.00 0.00
H -0.3404 -1.5507 -4.6583 -0.01 0.00 -0.01
H 0.2135 -4.9208 -5.5410 0.00 0.00 0.00
H 1.3000 -6.3372 -3.4405 0.00 0.00 0.01
H 2.2720 -5.7187 -1.2531 -0.01 0.00 0.01
H 1.7916 -4.1155 -0.6373 0.02 0.00 -0.04
H 3.3625 -4.3205 -1.4381 0.01 -0.02 -0.02